Model i:
DFT (the ωB97M-V functional and the def2-TZVPD basis) results for C2HBr2FO as an isolated structure.

Last column: natural (NBO) charge in e.
CARTESIAN COORDINATES (ANGSTROEM)
C -0.603 -1.960 0.197  0.91
C 0.506 -0.406 -0.335  -0.48
O -0.418 -2.922 0.739  -0.48
F -1.712 -1.739 -0.534  -0.34
Br 0.221 -0.099 -2.183  0.13
Br 2.445 -0.710 -0.100  0.05
H 0.320 0.368 0.367  0.21

Computed properties:
Gap between HOMO and LUMO in eV: 10.265



Model ii:
DFT (the ωB97M-V functional and the def2-TZVPD basis) results for a 2-piece molecular cluster, C2HBr2FO overall.

Last column: natural (NBO) charge in e.
CARTESIAN COORDINATES (ANGSTROEM)
C 1.108 0.102 0.214  0.26
C -0.186 -0.549 0.153  0.24
O 1.430 1.102 0.782  -0.48
F -1.099 -0.326 1.084  -0.29
Br -2.596 1.931 -0.720  0.00
Br -0.625 -1.786 -1.122  0.15
H 1.968 -0.475 -0.390  0.12

Computed properties:
Gap between HOMO and LUMO (alpha / beta) in eV: 8.864 / 5.385



In order of decreasing stability: model i, model ii.



Model i:
DFT (the ωB97M-V functional and the def2-TZVPD basis) results for an isolated ion of composition C5H13N4 and charge +1.

Last column: natural (NBO) charge in e.
CARTESIAN COORDINATES (ANGSTROEM)
C 0.550 -1.381 -0.861  0.23
C 0.609 0.083 -1.224  -0.13
C -0.471 -0.948 1.239  0.72
C 2.054 0.536 -1.241  -0.62
C -1.293 1.582 -0.589  -0.44
N 0.052 -1.712 0.264  -0.46
N 0.314 -0.489 2.233  -0.76
N -1.952 -0.994 1.313  -0.78
N -0.111 0.820 -0.128  -0.59
H 0.848 -2.235 -1.401  0.23
H 0.043 0.234 -2.141  0.24
H 2.454 -0.106 -1.982  0.23
H 2.580 0.313 -0.282  0.22
H 1.900 1.551 -1.607  0.24
H -1.480 2.430 0.039  0.23
H -1.336 1.981 -1.654  0.20
H -2.142 0.791 -0.538  0.21
H 1.245 -0.632 2.077  0.41
H -0.014 -0.464 3.201  0.43
H -2.172 -0.993 2.300  0.40
H -2.212 -1.864 0.785  0.42
H 0.532 1.496 0.199  0.38

Computed properties:
SMILES string: CN[C@@H](C)/C=N\C(N)=[NH2+]
Net charge: +1
Gap between HOMO and LUMO in eV: 10.302



Model ii:
DFT (the ωB97M-V functional and the def2-TZVPD basis) results for a 2-piece molecular cluster, C5H13N4 overall.

Last column: natural (NBO) charge in e.
CARTESIAN COORDINATES (ANGSTROEM)
C 2.020 -1.647 0.147  -0.32
C 2.300 -0.327 0.011  0.05
C 3.357 0.447 0.793  -0.63
C -2.589 -0.621 -1.265  -0.43
C -2.137 0.281 1.192  -0.42
N 1.642 0.471 -0.867  0.01
N 0.808 1.019 -1.420  0.19
N -0.998 1.078 -0.699  -0.48
N -1.695 0.046 -0.264  -0.27
H 1.163 -2.263 -0.345  0.24
H 2.524 -2.234 0.932  0.24
H 2.878 1.077 1.503  0.23
H 3.951 -0.286 1.341  0.25
H 3.954 1.212 0.208  0.25
H -2.817 -1.531 -0.761  0.23
H -3.626 -0.114 -1.342  0.20
H -2.069 -0.776 -2.184  0.22
H -2.204 1.355 1.321  0.19
H -3.041 -0.250 1.429  0.24
H -1.291 -0.084 1.759  0.21
H -1.285 1.354 -1.594  0.39
H -0.846 1.793 0.107  0.40

Computed properties:
Net charge: +1
Gap between HOMO and LUMO (alpha / beta) in eV: 7.177 / 7.172



Model iii:
DFT (the ωB97M-V functional and the def2-TZVPD basis) results for a 2-piece molecular cluster, C5H13N4 overall.

Last column: natural (NBO) charge in e.
CARTESIAN COORDINATES (ANGSTROEM)
C -1.795 0.492 0.104  0.71
C 0.895 1.698 -0.116  0.28
C 0.055 1.739 1.031  -0.30
C -3.648 -1.193 -0.350  -0.45
C 1.990 0.297 -1.792  -0.43
N -2.459 -0.527 -0.028  -0.46
N 1.363 0.531 -0.556  -0.44
N -1.194 1.537 0.315  -0.54
N 1.841 -1.412 1.310  -1.14
H 0.983 2.581 -0.780  0.24
H 1.427 -0.264 0.070  0.45
H 0.194 0.879 1.678  0.22
H 0.015 2.591 1.663  0.25
H -3.758 -1.653 -1.432  0.24
H -4.624 -0.797 0.019  0.24
H -3.592 -2.081 0.401  0.23
H 3.002 -0.037 -1.502  0.23
H 1.641 -0.569 -2.256  0.23
H 1.817 1.124 -2.526  0.24
H 2.838 -1.195 1.513  0.40
H 1.456 -1.388 2.324  0.40
H 1.553 -2.354 0.909  0.41

Computed properties:
Net charge: +1
Gap between HOMO and LUMO (alpha / beta) in eV: 8.672 / 8.672



In order of decreasing stability: model i, model iii, model ii.



Model i:
DFT (the ωB97M-V functional and the def2-TZVPD basis) results for a 3-piece molecular cluster, C3H13NO2S overall.

Last column: natural (NBO) charge in e.
CARTESIAN COORDINATES (ANGSTROEM)
C 1.970 2.903 0.783  -0.61
C 2.577 1.587 0.123  -0.07
C 1.376 0.832 -0.419  -0.50
S 1.531 -0.944 -1.066  -0.09
N 3.189 0.824 1.197  -0.85
H 1.786 3.724 -0.038  0.21
H 2.765 3.342 1.415  0.21
H 1.134 2.480 1.433  0.22
H 3.237 1.875 -0.715  0.17
H 0.827 0.809 0.555  0.22
H 0.810 1.194 -1.245  0.23
H 2.459 -0.437 -1.944  0.12
H 4.174 0.968 1.321  0.37
H 3.006 -0.144 0.870  0.37
H -4.002 -4.181 -0.118  0.47
H -3.704 -5.408 -1.043  0.47
O -3.870 -4.459 -1.037  -0.94
H -6.766 -1.054 -0.385  0.47
H -6.467 -2.310 0.399  0.46
O -6.033 -1.601 -0.086  -0.93

Computed properties:
SMILES string: C[C@@H](N)CS.O.O
Gap between HOMO and LUMO in eV: 9.913



Model ii:
DFT (the ωB97M-V functional and the def2-TZVPD basis) results for a 3-piece molecular cluster, C3H13NO2S overall.

Last column: natural (NBO) charge in e.
CARTESIAN COORDINATES (ANGSTROEM)
C 0.086 -2.019 0.519  -0.24
C 1.410 -1.729 -0.173  -0.43
C 1.555 -0.485 -1.043  -0.52
S 1.141 1.104 -0.242  -0.02
N -0.933 -2.299 -0.563  -0.86
H 0.281 -2.948 1.043  0.18
H -0.315 -1.167 1.049  0.22
H 1.596 -2.609 -0.833  0.19
H 2.412 -1.836 0.289  0.22
H 2.571 -0.448 -1.424  0.21
H 0.843 -0.630 -1.863  0.22
H 1.941 0.928 0.850  0.11
H -0.545 -2.973 -1.219  0.35
H -1.649 -2.848 -0.101  0.35
H -1.886 3.074 1.110  0.48
H -0.674 4.007 1.410  0.46
O -1.205 3.617 0.693  -0.94
H -2.059 -0.450 0.062  0.49
H -3.305 -0.024 0.832  0.46
O -2.429 0.268 0.582  -0.95

Computed properties:
SMILES string: NCCCS.O.O
Gap between HOMO and LUMO in eV: 9.495



In order of decreasing stability: model ii, model i.



Model i:
DFT (the ωB97M-V functional and the def2-TZVPD basis) results for one molecule with the formula C15H21N3O2S.

Last column: natural (NBO) charge in e.
CARTESIAN COORDINATES (ANGSTROEM)
C 4.403 2.361 0.813  -0.72
C 4.563 1.020 0.137  0.58
O 5.622 0.676 -0.344  -0.54
C 3.370 0.146 0.082  -0.20
C 2.151 0.461 0.683  -0.14
C 1.074 -0.393 0.581  -0.30
C 1.178 -1.585 -0.139  0.27
C 2.407 -1.924 -0.711  -0.28
C 3.478 -1.069 -0.602  -0.12
H 4.429 -1.317 -1.049  0.24
H 2.504 -2.859 -1.242  0.22
N 0.114 -2.465 -0.275  -0.64
C -1.210 -2.268 0.055  0.30
N -1.804 -1.106 -0.277  -0.43
C -3.167 -0.838 0.127  -0.23
C -3.297 0.636 0.505  -0.23
N -2.944 1.447 -0.642  -0.45
C -1.560 1.216 -1.009  -0.23
C -1.387 -0.258 -1.376  -0.23
H -0.353 -0.459 -1.650  0.23
H -2.032 -0.477 -2.238  0.20
H -1.321 1.831 -1.877  0.21
H -0.865 1.487 -0.201  0.19
C -3.327 2.836 -0.557  -0.22
H -3.048 3.310 -1.501  0.20
C -2.723 3.668 0.588  -0.09
O -1.338 3.848 0.374  -0.73
H -0.998 4.473 1.022  0.47
H -3.238 4.639 0.607  0.17
H -2.902 3.169 1.551  0.16
H -4.415 2.872 -0.456  0.20
H -4.331 0.846 0.784  0.21
H -2.649 0.835 1.377  0.17
H -3.416 -1.478 0.975  0.25
H -3.850 -1.063 -0.700  0.20
S -2.004 -3.513 0.804  -0.23
H 0.367 -3.445 -0.299  0.42
H 0.147 -0.156 1.079  0.23
H 2.036 1.372 1.249  0.22
H 4.155 2.222 1.863  0.23
H 5.338 2.911 0.738  0.24
H 3.608 2.931 0.337  0.23

Computed properties:
SMILES string: CC(=O)c1ccc(NC(=S)N2CCN(CCO)CC2)cc1
Gap between HOMO and LUMO in eV: 8.273



Model ii:
DFT (the ωB97M-V functional and the def2-TZVPD basis) results for one molecule with the formula C15H21N3O2S.

Last column: natural (NBO) charge in e.
CARTESIAN COORDINATES (ANGSTROEM)
C -5.027 -1.686 1.673  -0.60
H -4.366 -1.884 2.515  0.21
C -4.334 -2.037 0.361  -0.41
C -3.063 -1.211 0.108  -0.23
N -3.234 -0.323 -1.041  -0.43
C -4.061 0.823 -0.780  -0.05
N -3.324 1.830 -0.036  -0.62
C -1.976 1.918 0.023  0.30
N -1.262 1.004 -0.692  -0.48
C 0.133 0.876 -0.608  0.17
C 0.785 0.884 0.624  -0.16
C 2.154 0.730 0.686  -0.16
C 2.895 0.549 -0.479  -0.19
C 2.240 0.525 -1.708  -0.14
C 0.873 0.688 -1.775  -0.26
H 0.378 0.690 -2.735  0.22
H 2.826 0.388 -2.605  0.24
C 4.365 0.373 -0.463  0.79
O 5.030 0.150 -1.447  -0.61
O 4.881 0.496 0.769  -0.51
C 6.292 0.332 0.895  -0.07
C 6.677 -1.138 0.981  -0.63
H 7.747 -1.226 1.144  0.22
H 6.151 -1.618 1.803  0.21
H 6.420 -1.643 0.053  0.22
H 6.557 0.863 1.812  0.19
H 6.782 0.801 0.036  0.20
H 2.656 0.740 1.640  0.23
H 0.216 1.016 1.530  0.23
C -1.997 0.131 -1.613  -0.04
H -1.364 -0.727 -1.848  0.22
H -2.231 0.671 -2.541  0.19
S -1.304 3.133 0.922  -0.26
H -3.823 2.554 0.457  0.42
H -4.941 0.526 -0.205  0.20
H -4.399 1.237 -1.743  0.19
H -2.791 -0.653 1.014  0.18
H -2.231 -1.875 -0.132  0.21
H -5.017 -1.882 -0.476  0.21
H -4.078 -3.097 0.377  0.21
H -5.312 -0.637 1.707  0.19
H -5.924 -2.287 1.798  0.21

Computed properties:
SMILES string: CCCN1CNC(=S)N(c2ccc(C(=O)OCC)cc2)C1
Gap between HOMO and LUMO in eV: 8.448



In order of decreasing stability: model ii, model i.



Model i:
DFT (the ωB97M-V functional and the def2-TZVPD basis) results for a 2-piece molecular cluster, C2H4S3 overall.

Last column: natural (NBO) charge in e.
CARTESIAN COORDINATES (ANGSTROEM)
C 2.575 -0.274 0.448  -0.54
C 1.549 0.685 0.045  -0.29
S 2.323 -0.120 -1.299  0.24
S 0.491 1.738 0.487  0.14
S -2.734 0.356 -0.858  -0.30
H 3.458 -0.033 0.854  0.22
H 2.247 -1.140 0.982  0.22
H -3.736 -0.258 -1.501  0.14
H -3.688 1.400 -0.834  0.16

Computed properties:
SMILES string: S=C1CS1.S
Gap between HOMO and LUMO in eV: 8.533



Model ii:
DFT (the ωB97M-V functional and the def2-TZVPD basis) results for a 2-piece molecular cluster, C2H4S3 overall.

Last column: natural (NBO) charge in e.
CARTESIAN COORDINATES (ANGSTROEM)
C -0.954 0.865 -0.198  -0.33
C 1.683 0.104 0.056  -0.75
S -1.302 2.410 -0.192  0.28
S -2.981 -1.263 -0.360  -0.48
S -0.063 -0.549 -0.101  0.49
H 2.360 -0.704 -0.309  0.24
H 1.827 0.327 1.172  0.23
H 1.695 0.982 -0.396  0.21
H -2.266 -2.171 0.326  0.10

Computed properties:
Gap between HOMO and LUMO (alpha / beta) in eV: 6.489 / 5.976



In order of decreasing stability: model i, model ii.



Model i:
DFT (the ωB97M-V functional and the def2-TZVPD basis) results for a 2-piece molecular cluster, C2HCl3S overall.

Last column: natural (NBO) charge in e.
CARTESIAN COORDINATES (ANGSTROEM)
C -0.953 0.449 0.731  -0.29
C 0.694 -0.534 -0.406  -0.33
S -2.400 -0.173 0.603  0.17
Cl -0.448 1.821 1.408  0.18
Cl 1.860 0.834 -0.463  -0.02
Cl 0.065 -0.846 -1.988  0.04
H 1.183 -1.550 0.115  0.26

Computed properties:
Gap between HOMO and LUMO in eV: 8.175



Model ii:
DFT (the ωB97M-V functional and the def2-TZVPD basis) results for one molecule with the formula C2HCl3S.

Last column: natural (NBO) charge in e.
CARTESIAN COORDINATES (ANGSTROEM)
C -1.009 0.464 0.417  -0.27
C 0.050 0.210 -0.326  -0.16
S 0.373 -1.664 -0.921  0.24
Cl -1.303 2.154 0.738  0.03
Cl 1.323 1.358 -0.673  0.05
Cl 2.136 -2.164 -0.060  -0.14
H -1.570 -0.358 0.824  0.25

Computed properties:
SMILES string: Cl/C=C(\Cl)SCl
Gap between HOMO and LUMO in eV: 9.265



In order of decreasing stability: model ii, model i.



Model i:
DFT (the ωB97M-V functional and the def2-TZVPD basis) results for a 2-piece molecular cluster, FH3N2O2S overall.

Last column: natural (NBO) charge in e.
CARTESIAN COORDINATES (ANGSTROEM)
N 0.103 -0.868 0.964  -1.08
N 0.807 0.524 -0.824  -0.43
O -1.398 1.016 0.759  -0.90
O -1.381 -0.665 -1.046  -0.89
F 1.885 0.933 -0.061  -0.22
S -0.691 0.104 -0.073  2.35
H -0.507 -1.405 1.545  0.41
H 0.795 -1.411 0.427  0.40
H 0.388 1.773 -1.690  0.36

Computed properties:
Gap between HOMO and LUMO in eV: 9.999



Model ii:
DFT (the ωB97M-V functional and the def2-TZVPD basis) results for one molecule with the formula FH3N2O2S.

Last column: natural (NBO) charge in e.
CARTESIAN COORDINATES (ANGSTROEM)
N 0.946 -0.453 -0.120  -0.17
N -0.057 0.343 -0.593  -0.70
O -2.564 1.009 -0.669  -0.86
O 1.750 0.029 1.005  -0.62
F -1.716 -1.199 0.274  -0.56
S -1.552 0.520 0.187  1.68
H 2.655 -0.109 0.849  0.47
H 0.355 -1.144 0.340  0.36
H 0.183 1.004 -1.273  0.40

Computed properties:
Gap between HOMO and LUMO in eV: 10.240



Model iii:
DFT (the ωB97M-V functional and the def2-TZVPD basis) results for one molecule with the formula FH3N2O2S.

Last column: natural (NBO) charge in e.
CARTESIAN COORDINATES (ANGSTROEM)
N -1.319 0.297 0.525  -1.09
N 1.194 -0.384 0.315  -0.45
O 0.146 0.909 -1.720  -0.87
O -0.562 -1.328 -1.228  -0.92
F 1.685 0.778 0.907  -0.24
S -0.200 -0.058 -0.711  2.34
H -1.043 1.088 1.191  0.42
H -1.848 -0.443 1.040  0.44
H 1.948 -0.859 -0.320  0.38

Computed properties:
SMILES string: NS(=O)(=O)NF
Gap between HOMO and LUMO in eV: 11.228



In order of decreasing stability: model iii, model ii, model i.